# 1
C16H23NO5 | ωB97M-V/def2-TZVPD

Output
2S+1 = 1
Structure (SMILES) = CC(C)C[C@@H](OC(=O)c1ccco1)C(=O)NC[C@@H]1CCCO1
E_tot = -1054.44688 Ha
ΔE to the lowest compared entry with this formula, charge and spin = 113.0 kJ/mol
Frontier orbital gap = 9.80 eV
Max |F| = 1.05 eV/A

```
45
Properties=species:S:1:pos:R:3:forces:R:3:nbo_charge:R:1
C 1.58549 3.08393 -1.27826 -0.124 0.225 0.086 -0.619
C 0.32532 3.45965 -0.50284 -0.005 -0.114 0.032 -0.213
C -0.92356 2.99879 -1.25355 0.150 0.167 0.043 -0.610
C 0.35450 2.97916 0.95560 -0.107 -0.165 -0.196 -0.418
C 0.44301 1.46924 1.21971 0.384 0.592 0.730 0.001
O -0.61605 0.72271 0.61598 0.047 -0.069 -0.211 -0.524
C -1.78498 0.65694 1.26426 -0.021 -0.024 0.154 0.762
O -2.03353 1.21335 2.30373 -0.016 -0.087 -0.221 -0.576
C -2.72377 -0.20942 0.54426 -0.921 0.005 0.498 0.126
C -4.03338 -0.51519 0.82152 0.891 0.335 -0.014 -0.226
C -4.44956 -1.40233 -0.19127 0.352 -0.166 -0.404 -0.318
C -3.36818 -1.57302 -1.00591 -0.802 -0.236 0.106 0.121
O -2.32391 -0.86085 -0.57357 0.501 0.140 -0.090 -0.382
C 1.79131 0.86079 0.81052 -0.592 -0.120 -0.135 0.672
O 2.82846 1.24937 1.29869 0.176 0.239 0.240 -0.623
N 1.69774 -0.11530 -0.11196 -0.260 -0.454 -0.273 -0.626
C 2.78498 -1.00303 -0.43130 0.245 -0.295 0.219 -0.244
C 2.43376 -2.46564 -0.09748 0.288 0.239 -0.364 0.090
C 1.27727 -3.01853 -0.95882 0.049 -0.030 0.224 -0.436
C 0.33026 -3.64878 0.06457 0.113 0.086 0.172 -0.429
C 0.65692 -2.85227 1.32780 -0.385 -0.137 0.037 -0.064
O 2.04257 -2.59633 1.26065 0.196 0.094 0.030 -0.523
H 2.47662 3.31502 -0.70046 0.160 0.002 0.009 0.220
H 1.62555 3.63972 -2.21303 0.028 0.009 -0.117 0.209
H 1.59673 2.02372 -1.51499 0.043 -0.101 -0.070 0.204
H 0.28706 4.55473 -0.44036 0.002 -0.079 0.010 0.201
H -1.82274 3.22916 -0.68478 -0.158 -0.008 0.019 0.205
H -0.98781 3.50635 -2.21396 -0.050 0.039 -0.107 0.208
H -0.89519 1.92790 -1.43785 -0.039 -0.071 -0.064 0.205
H 1.22333 3.41560 1.45233 -0.028 -0.021 0.077 0.237
H -0.54397 3.34543 1.45870 0.068 -0.019 0.076 0.223
H 0.36691 1.33973 2.30984 0.089 -0.052 -0.269 0.235
H -4.60433 -0.14227 1.64601 -0.068 0.119 0.206 0.246
H -5.41491 -1.85126 -0.30053 -0.178 -0.125 -0.083 0.236
H -3.23002 -2.15788 -1.89460 0.124 -0.031 -0.114 0.208
H 0.77270 -0.37310 -0.42296 0.068 0.126 0.099 0.411
H 3.04419 -0.92853 -1.49378 0.084 -0.025 0.075 0.192
H 3.63641 -0.68071 0.17210 -0.033 -0.044 -0.154 0.242
H 3.34497 -3.06409 -0.22384 -0.117 0.082 -0.045 0.187
H 1.63606 -3.74060 -1.68912 -0.012 0.053 -0.075 0.224
H 0.77808 -2.21169 -1.49703 -0.031 0.007 -0.087 0.194
H -0.71725 -3.56814 -0.21726 -0.062 -0.040 -0.013 0.214
H 0.57824 -4.69935 0.21604 -0.036 -0.022 0.009 0.207
H 0.46872 -3.40071 2.25200 -0.046 0.044 -0.048 0.195
H 0.08599 -1.91224 1.35516 0.033 -0.068 0.002 0.156
```
Positions in Å, forces in eV/Å.

# 2
C16H23NO5S | ωB97M-V/def2-TZVPD

Output
2S+1 = 1
Structure (SMILES) = CCOC(=O)C1CCN(S(=O)(=O)c2ccc(OCC)cc2)CC1
E_tot = -1452.63728 Ha
ΔE to the lowest compared entry with this formula, charge and spin = 0.0 kJ/mol
Frontier orbital gap = 9.66 eV
Max |F| = 1.06 eV/A

```
46
Properties=species:S:1:pos:R:3:forces:R:3:nbo_charge:R:1
C -0.54028 -3.00089 -1.05156 0.416 -0.044 0.109 -0.637
C 0.74961 -3.75828 -0.76751 -0.498 -0.275 0.115 -0.076
O 1.85939 -2.86496 -0.65156 0.199 0.075 -0.276 -0.516
C 2.03206 -2.26231 0.52752 0.235 0.032 0.196 0.810
O 1.34720 -2.48086 1.49325 -0.097 -0.038 0.062 -0.610
C 3.21522 -1.30370 0.50649 0.093 0.083 0.035 -0.327
C 3.33164 -0.56242 -0.82764 -0.203 -0.008 0.041 -0.398
C 2.11511 0.33815 -1.01822 0.238 -0.235 -0.632 -0.246
N 2.00175 1.26314 0.08585 -0.410 0.960 -0.160 -0.662
S 0.87587 2.47425 -0.17385 0.077 -0.032 0.002 2.337
O 0.88738 3.32388 0.97926 -0.152 -0.285 0.193 -0.939
O 1.15583 3.04466 -1.45809 -0.133 -0.313 -0.147 -0.941
C -0.67366 1.58513 -0.24676 0.681 0.442 0.112 -0.383
C -1.11094 1.07264 -1.45663 -0.119 -0.037 -0.128 -0.177
C -2.22949 0.26866 -1.49047 -0.112 -0.040 0.139 -0.254
C -2.91999 -0.04002 -0.31134 0.245 0.141 -0.126 0.322
O -3.97678 -0.87044 -0.46531 0.166 0.090 -0.223 -0.490
C -4.81091 -1.17838 0.63786 -0.348 0.013 0.322 -0.064
C -5.76851 -0.04239 0.98246 0.320 -0.195 -0.192 -0.638
C -2.47536 0.49460 0.89774 -0.204 -0.178 0.020 -0.265
C -1.34983 1.30099 0.92211 -0.003 0.072 0.022 -0.183
C 1.88629 0.62650 1.37931 0.024 -0.087 0.739 -0.249
C 3.08538 -0.28184 1.63884 -0.253 -0.106 -0.117 -0.399
H -0.43553 -2.39754 -1.95027 -0.035 0.047 -0.099 0.211
H -1.35503 -3.70514 -1.19141 -0.125 -0.072 -0.031 0.220
H -0.78260 -2.34702 -0.21678 -0.060 0.057 0.052 0.223
H 0.65697 -4.33139 0.16067 0.056 0.024 -0.197 0.200
H 1.00681 -4.42359 -1.59380 0.005 0.057 0.124 0.190
H 4.10985 -1.91791 0.66312 -0.082 -0.001 -0.018 0.243
H 3.39634 -1.26778 -1.65537 0.029 0.078 0.000 0.232
H 4.23249 0.05165 -0.81284 0.044 -0.002 -0.031 0.217
H 2.21120 0.94245 -1.92106 -0.004 -0.222 -0.056 0.241
H 1.20980 -0.28514 -1.10282 0.038 0.002 -0.038 0.179
H -0.57430 1.33023 -2.35586 0.015 -0.029 -0.165 0.243
H -2.59655 -0.14414 -2.41657 -0.035 -0.034 -0.122 0.229
H -5.37714 -2.05351 0.30754 0.123 0.081 0.115 0.197
H -4.20988 -1.46553 1.50862 -0.016 -0.029 -0.112 0.173
H -6.37645 0.20187 0.11513 -0.077 0.028 -0.051 0.218
H -5.22522 0.85032 1.28205 -0.010 0.086 0.059 0.213
H -6.42069 -0.34853 1.79556 -0.079 -0.007 0.102 0.218
H -2.98562 0.28640 1.82418 -0.081 -0.023 0.060 0.216
H -0.99774 1.73210 1.84589 -0.015 0.003 0.157 0.242
H 1.83680 1.42824 2.11668 -0.005 -0.187 0.096 0.239
H 0.96456 0.02812 1.44306 0.072 0.040 0.033 0.192
H 2.94119 -0.79353 2.59044 0.030 0.065 -0.007 0.235
H 3.99412 0.31764 1.68743 0.051 0.003 0.020 0.215
```
Positions in Å, forces in eV/Å.

# 3
C16H23NO5S | ωB97M-V/def2-TZVPD

Output
2S+1 = 1
Structure (SMILES) = COC(=O)COc1ccc(S(=O)(=O)N2CCCCCC2)cc1C
E_tot = -1452.61710 Ha
ΔE to the lowest compared entry with this formula, charge and spin = 53.0 kJ/mol
Frontier orbital gap = 9.44 eV
Max |F| = 1.06 eV/A

```
46
Properties=species:S:1:pos:R:3:forces:R:3:nbo_charge:R:1
C 3.32632 3.03901 -0.13205 0.025 0.388 0.273 -0.268
O 3.56781 1.66082 -0.38792 -0.066 -0.226 -0.320 -0.502
C 4.40281 1.02440 0.42620 0.049 -0.150 0.062 0.766
O 4.97019 1.51968 1.36256 0.088 -0.091 -0.016 -0.590
C 4.57595 -0.43844 0.01925 0.163 0.091 0.171 -0.172
O 3.58036 -0.92845 -0.83699 -0.234 -0.093 -0.099 -0.494
C 2.30188 -1.02793 -0.37336 -0.350 -0.130 0.023 0.398
C 1.89879 -0.68244 0.91155 0.225 0.005 -0.087 -0.324
C 0.57188 -0.83088 1.28415 -0.030 -0.011 0.069 -0.169
C -0.33922 -1.32716 0.37746 -0.718 -0.042 0.339 -0.366
S -2.06802 -1.44583 0.83148 0.042 0.048 -0.020 2.339
O -2.16577 -1.47176 2.26102 0.238 0.232 -0.002 -0.941
O -2.67617 -2.50216 0.07725 0.155 0.109 -0.264 -0.942
N -2.73725 -0.00985 0.31406 0.245 -0.929 0.453 -0.670
C -2.95721 0.10929 -1.10825 -0.328 -0.209 -0.525 -0.243
C -4.26757 0.84549 -1.39637 0.165 0.111 -0.072 -0.411
C -4.14303 2.36997 -1.47550 0.059 -0.033 0.035 -0.396
C -3.17322 2.99782 -0.46901 -0.229 0.034 0.034 -0.404
C -3.18972 2.35287 0.91736 0.270 -0.041 -0.188 -0.412
C -2.25292 1.14914 1.02044 0.071 0.400 0.556 -0.230
C 0.05247 -1.67504 -0.90317 0.159 -0.007 -0.095 -0.177
C 1.36997 -1.53409 -1.29821 0.132 0.099 0.083 -0.069
C 1.83099 -1.90548 -2.67121 0.040 0.011 0.055 -0.628
H 2.28547 3.23130 -0.38355 0.060 -0.030 -0.018 0.197
H 3.52015 3.26553 0.91780 -0.065 0.024 -0.138 0.212
H 3.98188 3.64365 -0.76077 -0.044 -0.042 0.044 0.192
H 5.50988 -0.51440 -0.54798 -0.116 0.036 0.157 0.230
H 4.67796 -1.04357 0.92974 -0.042 0.156 -0.119 0.209
H 2.60380 -0.29662 1.63150 0.062 0.011 0.090 0.224
H 0.24104 -0.58313 2.27969 0.036 0.048 0.151 0.242
H -3.03728 -0.91574 -1.47203 0.010 0.178 -0.202 0.242
H -2.10907 0.59955 -1.60700 0.037 -0.034 0.000 0.177
H -4.96828 0.56486 -0.60986 -0.052 -0.068 -0.039 0.214
H -4.67693 0.48568 -2.34183 -0.042 -0.054 0.023 0.215
H -5.13780 2.79559 -1.32804 -0.011 0.053 -0.073 0.205
H -3.81731 2.65373 -2.47912 -0.083 0.036 -0.030 0.201
H -3.42578 4.05656 -0.37653 0.097 0.011 -0.044 0.213
H -2.15444 2.94827 -0.86065 0.056 0.068 0.000 0.192
H -4.20096 2.04988 1.18470 -0.092 0.008 0.135 0.210
H -2.85287 3.08568 1.65365 -0.026 -0.048 0.039 0.216
H -2.16495 0.83737 2.06254 0.082 0.226 -0.028 0.237
H -1.25196 1.43928 0.65539 -0.069 0.013 0.038 0.171
H -0.68445 -2.07914 -1.57931 -0.024 -0.081 -0.179 0.235
H 2.58083 -2.69245 -2.61176 0.062 -0.062 -0.096 0.226
H 2.29957 -1.04837 -3.15170 0.037 0.009 -0.114 0.226
H 0.99871 -2.25070 -3.27722 -0.042 -0.027 -0.064 0.217
```
Positions in Å, forces in eV/Å.

Among the records above, which one has the lowest frontier orbital gap?
number 3

Which formula does entry 3 have?
C16H23NO5S